No. 1
Below is C25H51AsB2F4N5O4SSi4Ti as an isolated structure, with properties calculated with ωB97M-V/def2-TZVPD.

E_LUMO (spin up / spin down) = -0.1312 / -0.1280 Eh
Kohn-Sham gap (spin up / spin down) = 6.3 / 7.6 eV
expectation value of S² = 2.0097
HOMO (spin up / spin down) = -0.36441 / -0.40546 Eh

```
! RIJCOSX wB97M-V def2-TZVPD def2/J DEFGRID3
* xyz 1 3
Ti 1.05645 0.76555 0.37469
C 0.08920 5.01557 1.10778
C 0.17058 3.63505 0.56126
N 0.51714 2.62949 1.27154
O 0.83475 2.81971 2.56854
B 2.34581 2.52111 2.82521
F 2.56944 2.95428 4.09274
F 3.03451 3.18164 1.80578
O 2.69340 1.07215 2.79062
N 2.71845 0.53048 1.52064
C 3.91574 0.41697 0.95893
C 5.18224 0.67360 1.70173
C 3.85800 0.20461 -0.44538
N 2.60148 0.10207 -0.90357
O 2.50289 0.24541 -2.33214
B 1.94714 1.69138 -2.82008
F 2.70057 2.57893 -2.10196
F 2.16967 1.65191 -4.16466
O 0.52693 1.80638 -2.54506
N 0.31988 2.10771 -1.20620
C 0.07993 3.33075 -0.90816
C -0.06974 4.43997 -1.88180
C 5.07137 0.26974 -1.30486
H 1.03119 5.23879 1.61297
H -0.68886 5.06727 1.87126
H -0.10674 5.75813 0.34318
H 4.99886 0.62856 2.77072
H 5.55069 1.67559 1.47035
H 5.95084 -0.05003 1.43291
H -0.25062 4.05102 -2.87915
H 0.85657 5.02071 -1.89816
H -0.87887 5.10385 -1.58409
H 4.88575 0.88898 -2.18153
H 5.36728 -0.72455 -1.65095
H 5.90539 0.69001 -0.75181
C -5.25646 -0.34472 2.12959
Si -4.23993 1.13384 2.66312
C -4.89205 1.81743 4.27526
C -4.24124 2.48130 1.34941
C -2.44065 0.60268 2.97316
C -1.92428 0.55874 4.26431
C -0.61543 0.16589 4.50135
C 0.19783 -0.09505 3.42412
N -0.24733 -0.03530 2.15500
C -1.54259 0.25027 1.96183
S -2.13551 0.11025 0.29816
H -6.31359 -0.07300 2.07695
H -5.16182 -1.16996 2.83866
H -4.95562 -0.70591 1.14504
H -5.88018 2.25058 4.10334
H -4.25461 2.60915 4.67513
H -5.00471 1.04801 5.04187
H -5.02048 3.21489 1.56762
H -4.42973 2.08482 0.35061
H -3.28656 3.01316 1.32533
H -2.55786 0.81688 5.10461
H -0.21608 0.10328 5.50329
H 1.24330 -0.31990 3.55712
C -1.53586 -3.34674 -3.27529
Si -2.20904 -1.94927 -2.23388
C -3.71400 -2.56820 -1.32271
C -2.57604 -0.40388 -3.22007
As -0.58136 -1.28523 -0.60185
Si -0.48134 -3.13432 0.93968
C 1.24443 -3.07912 1.65771
C -1.86505 -3.01264 2.19613
C -0.62165 -4.71580 -0.05095
Si 2.58354 -1.17754 -3.39745
C 1.05044 -1.17199 -4.43446
C 4.09988 -0.97099 -4.44257
C 2.69084 -2.64566 -2.26066
H -2.20849 -3.47407 -4.12899
H -1.52940 -4.28705 -2.72217
H -0.53827 -3.17328 -3.67114
H -4.48874 -2.75351 -2.07421
H -4.11668 -1.85918 -0.60026
H -3.52044 -3.51456 -0.81578
H -2.94545 -0.67951 -4.21108
H -1.69608 0.22905 -3.34962
H -3.34960 0.19524 -2.73483
H 1.40681 -2.24813 2.34040
H 1.98980 -3.01163 0.86089
H 1.43440 -4.00879 2.20175
H -2.63093 -2.29166 1.90391
H -1.47969 -2.72296 3.17641
H -2.35300 -3.98401 2.30235
H 0.07549 -4.75864 -0.88993
H -1.62932 -4.90525 -0.42229
H -0.36500 -5.53825 0.62447
H 1.07849 -0.37111 -5.17072
H 0.14841 -1.05459 -3.83678
H 0.98708 -2.12344 -4.96931
H 4.13649 0.03313 -4.86783
H 4.04426 -1.67755 -5.27567
H 5.03190 -1.16077 -3.91225
H 1.76588 -2.81432 -1.70655
H 3.50585 -2.55978 -1.54014
H 2.87969 -3.53411 -2.87040
*
```

Atomic partial charges in e from the Löwdin method, atoms 1 to 4: Ti 0.88; C 0.03; C -0.20; N -0.04

***

No. 2
Below is C25H51MoN3O3P2 as an isolated structure, with properties calculated with ωB97M-V/def2-TZVPD.

E_LUMO (spin up / spin down) = -0.5565 / -0.6032 Eh
Kohn-Sham gap (spin up / spin down) = 6.0 / 4.8 eV
expectation value of S² = 2.0233
HOMO (spin up / spin down) = -0.77840 / -0.77893 Eh

```
! RIJCOSX wB97M-V def2-TZVPD def2/J DEFGRID3
* xyz 4 3
Mo 0.08761 -0.08877 0.06417
C -1.49307 -0.26932 -1.08826
O -2.44556 -0.47740 -1.74288
C 0.18965 -1.96362 0.31035
O 0.27284 -3.14108 0.45230
P 1.31327 -0.14546 -2.14832
C 3.16067 -0.32895 -1.96826
H 3.55538 -0.43408 -2.98986
C 0.85645 -1.50003 -3.35382
H 0.63328 -2.32048 -2.64801
C 1.16897 1.40959 -3.13975
H 1.56658 2.15811 -2.43344
C -2.58061 1.73038 1.85838
P -1.48635 0.22314 1.97116
H -1.48545 0.28071 4.36361
H -1.83476 2.54174 1.80439
C -2.73016 -1.12353 2.34804
H -3.49982 -0.59282 2.93561
C -0.40972 -1.24900 -4.18333
H -0.17207 -0.77098 -5.14562
H -1.17919 -0.66256 -3.67545
H -0.86610 -2.22559 -4.40803
C 2.00794 -1.93848 -4.28156
H 1.59709 -2.43866 -5.16975
H 2.69056 -2.64176 -3.79114
H 2.59729 -1.08834 -4.64756
C 2.03685 1.44627 -4.40769
H 3.08739 1.18630 -4.23461
H 2.02350 2.47552 -4.79585
H 1.63835 0.79930 -5.20131
C -0.27629 1.79709 -3.47552
H -0.35044 2.89254 -3.52488
H -1.00738 1.45387 -2.73358
H -0.58113 1.39875 -4.45202
C 3.79763 0.92261 -1.33848
H 4.12067 1.62556 -2.11856
H 4.68569 0.64485 -0.75148
H 3.12682 1.48753 -0.67109
C 3.49717 -1.61063 -1.20168
H 3.20536 -1.49367 -0.15025
H 4.58421 -1.77749 -1.20851
H 2.99919 -2.51544 -1.57739
C -3.48690 1.97656 3.08293
H -3.06744 1.64681 4.03954
H -4.46651 1.49586 2.95155
H -3.66460 3.05998 3.16288
C -3.42615 1.78433 0.58271
H -4.15756 0.96578 0.54820
C 0.48222 -0.47640 3.86576
H -2.82227 1.73932 -0.33040
H -3.98735 2.73072 0.56650
C -0.21504 1.95585 3.80751
H 1.43852 0.00453 3.60862
H 0.54283 -0.78662 4.92110
H 0.43741 -1.40029 3.27106
C -0.68108 0.49990 3.63763
H 0.61415 2.00428 4.52624
H -1.01322 2.60294 4.19101
H 0.15553 2.38987 2.86738
C -2.18040 -2.26973 3.20420
H -1.38937 -2.82015 2.67598
H -3.00255 -2.97529 3.39187
H -1.79832 -1.94061 4.17564
C -3.39399 -1.72335 1.10387
H -3.73150 -0.99311 0.36172
H -4.27132 -2.30130 1.43411
H -2.71185 -2.42280 0.59960
H 1.05896 -0.01379 1.68079
H 2.20245 -0.07721 0.47583
C 4.58855 2.81658 2.99860
N 4.03178 1.51866 2.69996
C 4.66599 0.44099 3.25111
C 4.20588 -0.80852 2.96757
C 3.10760 -1.01291 2.14126
N 2.45195 0.06024 1.52538
C 2.95169 1.42867 1.88550
O 2.34519 2.38382 1.38836
N 2.45157 -2.20635 2.09704
H 4.02724 3.59378 2.50689
H 5.62540 2.85742 2.68127
H 4.59378 2.98477 4.06933
H 5.51716 0.69072 3.87037
H 4.62710 -1.67837 3.43598
H 2.86200 -2.84645 2.76773
H 2.38303 -2.61448 1.17106
*
```

Atomic partial charges in e from the Löwdin method, atoms 1 to 4: Mo 0.98; C -0.23; O 0.20; C -0.28